Here is C22H26N5O2PReS4 as an isolated structure from the OMol25 dataset. Energies are from the ωB97M-V functional and the def2-TZVPD basis.

```
61
Properties=species:S:1:pos:R:3:forces:R:3:lowdin_charge:R:1
Re -0.43098 0.05130 0.42227 -0.19 0.50 0.29 0.89
C 0.98035 0.24915 -5.12657 0.03 -0.03 0.02 -0.39
S 0.26460 -1.12101 -4.19887 0.00 0.02 0.00 0.88
C 0.35716 -0.51389 -2.57392 -0.03 0.04 0.02 -1.12
S -0.06914 -1.56460 -1.29673 -0.07 -0.22 -0.18 0.61
N 0.72132 0.71359 -2.33791 0.02 0.04 -0.14 -0.06
N 0.75682 0.95800 -0.99474 0.08 0.07 0.17 -0.24
C 1.59045 1.89975 -0.61961 -0.05 -0.06 -0.05 -0.06
C 1.89951 1.85462 0.75188 0.00 -0.02 0.09 -0.25
C 2.84361 2.67955 1.38866 -0.02 -0.03 -0.02 -0.01
C 3.21621 2.40166 2.67285 -0.03 -0.02 0.02 -0.05
C 2.64926 1.28339 3.30505 0.02 0.03 -0.03 -0.04
C 1.70684 0.54008 2.65089 -0.01 -0.02 0.02 -0.17
N 1.27800 0.82080 1.39393 0.01 0.11 -0.05 -0.08
H 0.98343 -0.06896 -6.16706 -0.01 -0.01 0.00 0.04
H 1.99786 0.44191 -4.79721 -0.01 0.00 0.00 0.04
H 0.37761 1.14580 -5.01649 0.00 0.02 0.00 0.03
H 2.11249 2.49633 -1.35354 0.00 -0.01 -0.01 0.14
H 3.26953 3.50516 0.83569 0.01 0.00 0.00 0.12
H 3.94818 3.01105 3.18423 0.00 0.00 0.00 0.12
H 2.95441 0.98963 4.29886 -0.01 -0.01 0.01 0.11
H 1.27967 -0.33026 3.12164 0.02 -0.01 0.01 0.04
C -0.51860 -5.44695 -0.66187 -0.02 0.01 0.01 -0.06
C -1.23231 -4.98072 0.58001 -0.03 -0.02 0.01 -0.25
O -1.92735 -3.73538 0.26534 0.07 0.00 -0.01 -0.33
P -1.97922 -2.54775 1.28079 -0.09 0.07 0.00 -0.06
S -2.79948 -0.94843 0.41202 0.12 -0.05 0.11 0.39
S -0.16514 -1.93185 1.92653 0.05 -0.17 -0.05 0.39
O -2.81592 -3.16824 2.46610 -0.01 -0.01 -0.04 -0.29
C -3.19153 -2.42642 3.65273 0.01 -0.01 0.02 -0.26
C -4.62590 -1.96638 3.55709 0.01 0.00 0.00 -0.07
H -0.02832 -6.39985 -0.46217 0.00 -0.01 0.00 0.09
H 0.23454 -4.72176 -0.96644 0.01 0.00 0.00 0.06
H -1.22463 -5.58401 -1.47952 0.00 0.00 -0.01 0.09
H -0.53380 -4.80124 1.39989 0.01 0.01 -0.01 0.10
H -1.99436 -5.68348 0.91348 0.01 0.00 0.00 0.13
H -2.50048 -1.59165 3.78117 0.00 0.02 0.00 0.08
H -3.04578 -3.12223 4.47710 0.01 0.02 0.00 0.13
H -4.75947 -1.27084 2.72932 0.00 0.00 0.00 0.05
H -4.90639 -1.46399 4.48384 0.00 0.00 0.00 0.08
H -5.29101 -2.81658 3.41421 0.00 -0.01 0.00 0.09
C -1.54939 1.81913 4.41157 0.00 0.00 -0.02 -0.02
C -2.11116 3.04113 4.08107 0.01 -0.01 -0.01 -0.02
C -2.27672 3.35416 2.74545 0.01 -0.01 -0.02 0.02
C -1.85982 2.45020 1.77759 0.00 0.01 0.04 -0.19
N -1.26651 1.28810 2.09988 0.04 -0.10 -0.14 -0.03
C -1.14030 0.97952 3.39460 -0.02 0.01 0.05 -0.14
C -2.11963 2.62366 0.34337 -0.01 0.02 -0.06 -0.19
C -2.86085 3.67301 -0.18253 0.02 -0.01 0.02 0.02
C -3.18892 3.66756 -1.52441 0.01 -0.02 -0.01 -0.02
C -2.79815 2.58879 -2.30134 0.01 0.01 0.03 -0.01
C -2.05428 1.58408 -1.71894 -0.01 -0.02 -0.04 -0.11
N -1.68206 1.61542 -0.43094 0.09 -0.13 -0.08 -0.08
H -1.41898 1.51464 5.43979 0.00 0.00 0.01 0.12
H -2.42961 3.73263 4.84873 0.00 0.01 0.01 0.12
H -2.73539 4.28841 2.46078 0.00 0.01 -0.01 0.11
H -0.70713 0.01506 3.61061 -0.02 -0.02 -0.01 0.05
H -3.19553 4.47663 0.45497 0.00 0.00 0.00 0.11
H -3.76356 4.47845 -1.94998 -0.01 0.00 0.00 0.12
H -3.06263 2.51497 -3.34574 -0.01 0.00 -0.01 0.12
H -1.74289 0.72059 -2.28673 -0.03 0.01 0.03 0.10
```
Positions in Å, forces in eV/Å.

The value obtained for the LUMO energy (alpha / beta) is -3.386 / -3.385 eV. Its multiplicity is 1. The charge is +1. The relative energy (zero: lowest compared OMol25 entry of this formula, charge and spin) comes out at 0.00 kcal per mole. Its HOMO energy (alpha / beta) is -9.681 / -9.683 eV. As for the largest force on an atom: 0.61 eV/A.